Density functional theory data (the ωB97M-V functional and the def2-TZVPD basis) for a cluster of 14 separate species, C68H66Br8N10O20 in total.

XYZ file:
```
172
C68H66Br8N10O20 (the ωB97M-V functional and the def2-TZVPD basis)
Br -1.28 -0.08 -7.51
C 0.07 -0.31 -9.01
C 0.36 1.03 -9.77
Br -1.23 1.49 -10.88
H -0.33 -0.98 -9.77
H 0.93 -0.87 -8.66
H 1.12 0.91 -10.54
H 0.63 1.94 -9.23
Br -9.78 -1.34 -0.42
C -9.87 -3.34 -0.55
C -8.65 -3.94 -0.01
Br -8.80 -5.83 0.42
H -10.03 -3.78 -1.54
H -10.73 -3.49 0.10
H -8.51 -3.53 0.99
H -7.74 -3.99 -0.61
Br -5.20 3.49 -3.23
C -3.97 4.98 -2.81
C -2.73 4.74 -3.58
Br -1.54 6.31 -3.61
H -3.91 5.00 -1.72
H -4.52 5.85 -3.18
H -2.87 4.43 -4.62
H -2.13 3.95 -3.13
Br 4.41 4.12 -5.60
C 6.03 4.89 -6.53
C 7.33 4.62 -5.69
Br 9.02 5.06 -6.66
H 5.86 5.97 -6.59
H 6.03 4.43 -7.52
H 7.36 3.55 -5.51
H 7.25 5.09 -4.71
C 1.71 0.30 -0.03
C 1.23 -0.04 1.25
C -0.15 -0.29 1.37
C -1.00 -0.38 0.22
C -0.40 -0.24 -1.04
C 0.84 0.21 -1.15
N -2.46 -0.81 0.41
O -3.15 -0.89 -0.58
O -2.91 -0.98 1.51
H 2.75 0.52 -0.20
H 1.98 0.01 2.03
H -0.58 -0.35 2.35
H -1.01 -0.28 -1.94
H 1.30 0.40 -2.11
C -9.16 -2.78 -6.57
C -8.10 -2.29 -5.82
C -6.89 -2.99 -5.80
C -6.74 -4.12 -6.66
C -7.79 -4.61 -7.39
C -9.03 -3.94 -7.28
N -5.44 -4.79 -6.55
O -5.14 -5.64 -7.45
O -4.77 -4.62 -5.54
H -10.14 -2.33 -6.53
H -8.34 -1.45 -5.18
H -6.11 -2.60 -5.17
H -7.73 -5.53 -7.96
H -9.87 -4.27 -7.87
C 4.67 3.30 5.80
C 5.24 4.57 5.99
C 4.56 5.49 6.66
C 3.35 5.16 7.32
C 2.78 3.89 7.14
C 3.47 2.97 6.41
N 2.56 6.13 8.07
O 1.51 5.81 8.53
O 3.12 7.23 8.24
H 5.20 2.56 5.22
H 6.15 4.86 5.48
H 4.95 6.50 6.67
H 1.84 3.67 7.63
H 3.04 2.01 6.19
C 8.85 2.52 0.06
C 9.77 3.44 -0.29
C 11.03 3.04 -0.83
C 11.24 1.73 -1.18
C 10.16 0.83 -0.93
C 9.01 1.21 -0.22
N 12.48 1.29 -1.86
O 12.42 0.25 -2.52
O 13.52 2.00 -1.76
H 7.95 2.76 0.61
H 9.62 4.50 -0.17
H 11.80 3.78 -1.00
H 10.10 -0.20 -1.25
H 8.23 0.52 0.05
C 5.67 -8.45 0.80
C 5.38 -8.42 2.16
C 5.29 -7.19 2.79
C 5.46 -5.98 2.16
C 5.90 -5.98 0.85
C 5.81 -7.21 0.05
N 5.24 -4.73 3.00
O 4.93 -4.83 4.20
O 5.55 -3.66 2.42
H 6.03 -9.39 0.41
H 5.38 -9.26 2.83
H 4.92 -7.44 3.78
H 6.12 -5.02 0.39
H 6.27 -7.20 -0.93
C 2.04 -5.11 -6.55
C 2.01 -4.33 -5.38
C 3.11 -3.50 -5.08
C 4.17 -3.40 -6.02
C 4.17 -4.20 -7.23
C 3.12 -5.08 -7.42
N 5.41 -2.69 -5.73
O 5.27 -1.79 -4.86
O 6.39 -2.74 -6.46
H 1.17 -5.74 -6.67
H 1.25 -4.40 -4.62
H 3.17 -2.96 -4.14
H 5.06 -4.17 -7.84
H 3.28 -5.73 -8.28
C -1.62 -5.47 1.74
C -0.26 -5.90 1.56
C 0.00 -6.90 0.57
C -0.97 -7.35 -0.28
C -2.26 -6.91 -0.18
C -2.53 -5.98 0.84
N -0.55 -8.37 -1.28
O -1.32 -8.72 -2.15
O 0.54 -8.88 -1.10
H -1.86 -4.79 2.55
H 0.52 -5.51 2.20
H 1.03 -7.21 0.49
H -2.96 -7.13 -0.98
H -3.53 -5.57 0.90
C -8.58 2.58 4.48
C -9.63 2.35 5.40
C -10.51 3.37 5.70
C -10.37 4.60 5.11
C -9.29 4.84 4.22
C -8.41 3.87 3.95
N -11.36 5.64 5.37
O -12.49 5.22 5.71
O -11.06 6.84 5.16
H -7.96 1.79 4.08
H -9.81 1.36 5.78
H -11.40 3.18 6.27
H -9.08 5.77 3.73
H -7.58 4.08 3.29
C -4.66 1.68 8.89
C -3.69 2.00 7.92
C -2.82 0.99 7.47
C -2.82 -0.28 8.07
C -3.75 -0.54 9.12
C -4.70 0.44 9.42
N -1.96 -1.36 7.50
O -2.12 -2.49 7.79
O -0.99 -1.01 6.93
H -5.39 2.42 9.18
H -3.60 2.99 7.51
H -2.19 1.26 6.64
H -3.93 -1.51 9.55
H -5.47 0.18 10.13
C 3.70 7.71 1.26
C 3.06 6.60 0.66
C 1.97 6.01 1.31
C 1.42 6.61 2.50
C 2.07 7.74 3.05
C 3.24 8.26 2.44
N 0.16 6.09 3.07
O -0.17 6.52 4.19
O -0.53 5.21 2.62
H 4.56 8.16 0.78
H 3.42 6.25 -0.30
H 1.40 5.23 0.84
H 1.65 8.13 3.97
H 3.75 9.06 2.95
```

The calculation puts the gap between HOMO and LUMO at 8.90 eV. For the strongest force on any atom, the calculation gives 4.21 eV Å⁻¹.

Here are the Mulliken charges for atoms 1 to 6, given in e: atom 1 (Br): -0.113, atom 2 (C): -0.652, atom 3 (C): -0.563, atom 4 (Br): -0.128, atom 5 (H): 0.367, atom 6 (H): 0.398

Density functional theory data (the ωB97M-V functional and the def2-TZVPD basis) for the molecule C4H11N3O.

XYZ file:
```
19
C4H11N3O (the ωB97M-V functional and the def2-TZVPD basis)
C 2.16 0.83 -0.78
C 0.82 0.18 -0.57
C 0.72 -1.28 -0.93
N -0.18 0.98 -0.28
N -1.30 0.38 0.10
N -2.40 1.14 -0.30
C -1.18 -0.33 1.71
O -0.10 -1.11 2.11
H 2.14 1.88 -0.50
H 2.46 0.75 -1.84
H 2.92 0.32 -0.18
H -0.31 -1.63 -1.01
H 1.22 -1.45 -1.88
H 1.19 -1.89 -0.15
H -3.25 0.59 -0.28
H -2.27 1.47 -1.26
H -1.21 0.60 2.29
H -2.10 -0.90 1.77
H 0.67 -0.53 1.99
```

The SMILES is CC(C)=NN(N)CO. The energy above the lowest of the compared OMol25 structures with the same formula, charge and spin is 4.930 eV. The calculation puts the gap between HOMO and LUMO at 7.52 eV. For the strongest force on any atom, the calculation gives 4.99 eV Å⁻¹.

Here are the Mulliken charges for atoms 1 to 6, given in e: atom 1 (C): -1.086, atom 2 (C): 0.609, atom 3 (C): -1.097, atom 4 (N): -0.883, atom 5 (N): 0.841, atom 6 (N): -0.880

Density functional theory data (the ωB97M-V functional and the def2-TZVPD basis) for a structure of composition C20H34B3F6NO5Si.

XYZ file:
```
70
C20H34B3F6NO5Si (the ωB97M-V functional and the def2-TZVPD basis)
C -2.39 -6.45 -0.90
C -1.48 -5.91 0.27
C -2.28 -5.40 1.53
F -3.13 -6.41 2.07
B -3.12 -4.05 1.29
O -2.39 -2.81 1.30
B -2.96 -1.93 2.26
C -2.32 -0.47 2.59
F -3.31 0.51 2.73
F -1.59 -0.63 3.79
C -1.34 -0.13 1.39
C -1.85 0.19 0.07
C -0.96 0.46 -1.05
C 0.48 0.39 -0.79
C 0.98 0.08 0.54
C 2.51 -0.03 0.87
F 3.28 -0.21 -0.25
F 2.65 -1.16 1.68
F 2.92 1.04 1.63
C 0.08 -0.19 1.68
O -4.15 -2.42 2.87
B -4.95 -2.83 1.74
Si -6.42 -1.66 1.17
C -6.70 -0.41 2.60
C -5.73 -0.64 -0.32
C -8.04 -2.56 0.73
O -4.54 -4.04 1.13
H -2.39 -5.76 -1.79
H -1.92 -7.41 -1.26
H -3.44 -6.68 -0.60
H -0.78 -5.11 -0.08
H -0.85 -6.77 0.63
H -1.52 -5.17 2.33
H -2.95 0.21 -0.11
H -1.37 0.68 -2.07
H 1.17 0.59 -1.65
H 0.51 -0.44 2.68
H -7.64 -0.73 3.12
H -5.88 -0.45 3.37
H -6.73 0.65 2.24
H -6.37 -0.75 -1.24
H -5.64 0.46 -0.06
H -4.73 -1.08 -0.61
H -8.73 -1.78 0.28
H -7.91 -3.36 -0.05
H -8.50 -2.93 1.68
C 6.63 6.15 -0.37
O 7.01 4.79 -0.32
C 6.12 3.98 0.46
C 5.32 3.04 -0.42
N 4.34 3.77 -1.22
C 3.72 2.97 -2.28
C 4.64 2.42 -3.39
O 5.19 3.42 -4.23
C 6.36 4.05 -3.73
H 7.46 6.71 -0.82
H 5.74 6.30 -0.99
H 6.46 6.55 0.63
H 5.47 4.59 1.10
H 6.75 3.38 1.12
H 4.80 2.31 0.21
H 6.03 2.50 -1.06
H 4.79 4.57 -1.65
H 2.97 3.61 -2.76
H 3.18 2.14 -1.83
H 4.02 1.80 -4.04
H 5.42 1.76 -3.00
H 6.97 3.37 -3.13
H 6.10 4.94 -3.16
H 6.95 4.38 -4.59
```

The calculation puts the gap between HOMO and LUMO at 8.67 eV. For the strongest force on any atom, the calculation gives 3.10 eV Å⁻¹.

Here are the Mulliken charges for atoms 1 to 6, given in e: atom 1 (C): -1.002, atom 2 (C): -0.485, atom 3 (C): 0.262, atom 4 (F): -0.361, atom 5 (B): -0.030, atom 6 (O): -0.061

Density functional theory data (the ωB97M-V functional and the def2-TZVPD basis) for a cluster of 7 separate species, C22H34ClO20PS in total.

XYZ file:
```
79
C22H34ClO20PS (the ωB97M-V functional and the def2-TZVPD basis)
O 3.09 -1.37 -3.73
S 1.63 -1.58 -3.89
O 1.07 -1.88 -2.54
Cl 1.35 -3.13 -5.21
C 0.91 -0.06 -4.61
C 0.20 0.85 -3.58
C -1.34 0.71 -3.54
C -1.85 -0.75 -3.37
P -3.28 -1.15 -4.56
H 1.75 0.48 -5.07
H 0.27 -0.36 -5.45
H 0.43 1.89 -3.85
H 0.60 0.66 -2.58
H -1.77 1.18 -4.43
H -1.66 1.27 -2.65
H -2.28 -0.87 -2.37
H -1.09 -1.52 -3.55
H -3.53 0.01 -5.34
H -2.83 -2.19 -5.40
O 0.69 2.86 1.30
C 1.43 2.03 0.89
O 2.48 2.28 0.07
C 3.26 1.07 -0.01
C 2.26 0.01 0.34
O 1.34 0.71 1.19
H 3.67 0.95 -1.01
H 4.07 1.13 0.71
H 1.71 -0.36 -0.53
H 2.71 -0.83 0.86
O -5.14 0.00 -2.38
C -5.25 -0.61 -1.37
O -4.87 -0.15 -0.15
C -5.36 -1.07 0.83
C -5.50 -2.35 0.03
O -5.75 -1.86 -1.29
H -4.66 -1.16 1.66
H -6.32 -0.71 1.21
H -4.58 -2.94 0.02
H -6.32 -2.97 0.38
O 2.66 -4.25 4.87
C 1.97 -3.49 4.28
O 1.53 -3.68 3.02
C 0.56 -2.66 2.73
C 0.94 -1.58 3.70
O 1.53 -2.31 4.78
H 0.63 -2.34 1.69
H -0.44 -3.06 2.92
H 1.69 -0.89 3.29
H 0.09 -1.00 4.04
O 0.50 5.44 -4.91
C 0.27 5.47 -3.75
O 0.05 6.61 -3.04
C -0.41 6.23 -1.75
C 0.14 4.84 -1.60
O 0.20 4.38 -2.95
H -0.04 6.91 -0.99
H -1.50 6.25 -1.74
H 1.14 4.83 -1.17
H -0.50 4.19 -1.00
O 6.18 -0.71 0.56
C 5.89 -1.64 1.23
O 6.59 -2.05 2.31
C 5.81 -3.05 2.99
C 4.92 -3.57 1.89
O 4.81 -2.43 1.02
H 6.45 -3.82 3.41
H 5.25 -2.57 3.79
H 5.37 -4.39 1.33
H 3.94 -3.88 2.25
O -3.25 -1.63 3.91
C -3.04 -0.47 3.94
O -1.84 0.09 4.22
C -1.93 1.49 3.93
C -3.41 1.75 4.05
O -3.97 0.48 3.70
H -1.34 2.07 4.64
H -1.55 1.67 2.92
H -3.71 2.00 5.07
H -3.75 2.53 3.37
```

The SMILES is O=S(=O)(Cl)CCCCP.O=C1OCCO1.O=C1OCCO1.O=C1OCCO1.O=C1OCCO1.O=C1OCCO1.O=C1OCCO1. The calculation puts the gap between HOMO and LUMO at 7.55 eV. For the strongest force on any atom, the calculation gives 5.69 eV Å⁻¹.

Here are the Mulliken charges for atoms 1 to 6, given in e: atom 1 (O): -0.615, atom 2 (S): 1.141, atom 3 (O): -0.514, atom 4 (Cl): -0.220, atom 5 (C): -0.894, atom 6 (C): 0.405

Density functional theory data (the ωB97M-V functional and the def2-TZVPD basis) for a structure of composition C4H4HgO.

XYZ file:
```
10
C4H4HgO (the ωB97M-V functional and the def2-TZVPD basis)
H -2.23 1.41 -0.15
C -2.29 0.67 -0.96
C -1.42 -0.21 -1.24
C -0.54 -1.20 -1.53
H -0.71 -2.22 -1.18
H 0.28 -1.06 -2.25
C 1.84 0.48 2.26
O 2.20 1.30 1.39
Hg 0.40 0.23 0.44
H 2.47 0.59 3.22
```

The energy above the lowest of the compared OMol25 structures with the same formula, charge and spin is 0.000 eV. As for the charge: -1. The calculation puts the gap between HOMO and LUMO (spin up / spin down) at 6.25 / 6.41 eV. Its spin multiplicity is 2. For the strongest force on any atom, the calculation gives 2.59 eV Å⁻¹.

Here are the Mulliken charges for atoms 1 to 6, given in e: atom 1 (H): 0.226, atom 2 (C): -0.505, atom 3 (C): 0.037, atom 4 (C): -1.035, atom 5 (H): 0.279, atom 6 (H): 0.319

Density functional theory data (the ωB97M-V functional and the def2-TZVPD basis) for a structure of composition C2H15CdO6.

XYZ file:
```
24
C2H15CdO6 (the ωB97M-V functional and the def2-TZVPD basis)
Cd -3.39 -0.09 0.13
O -0.52 -0.76 -0.12
H -0.12 -0.48 -0.97
O 0.63 -4.27 -0.86
H 0.27 -3.40 -0.70
H 1.57 -4.17 -0.73
O -4.07 -0.12 -3.04
H -4.99 0.02 -3.29
H -3.57 0.16 -3.80
O -3.40 0.39 3.36
H -3.26 1.26 3.74
H -4.24 0.11 3.72
O 0.68 -2.70 3.50
H 0.34 -2.20 2.75
H 1.57 -2.93 3.24
C 2.22 2.47 -1.58
C 3.08 2.14 -0.33
O 2.24 1.87 0.77
H 1.37 3.12 -1.36
H 1.80 1.51 -1.89
H 2.82 2.73 -2.45
H 3.71 3.01 -0.11
H 3.62 1.22 -0.53
H 1.69 1.11 0.55
```

The energy above the lowest of the compared OMol25 structures with the same formula, charge and spin is 5.272 eV. As for the charge: +1. The calculation puts the gap between HOMO and LUMO at 3.49 eV. For the strongest force on any atom, the calculation gives 2.58 eV Å⁻¹.

Here are the Mulliken charges for atoms 1 to 6, given in e: atom 1 (Cd): 1.223, atom 2 (O): -0.639, atom 3 (H): 0.317, atom 4 (O): -0.619, atom 5 (H): 0.308, atom 6 (H): 0.320

Repeat the second record exactly.
Density functional theory data (the ωB97M-V functional and the def2-TZVPD basis) for the molecule C4H11N3O.

XYZ file:
```
19
C4H11N3O (the ωB97M-V functional and the def2-TZVPD basis)
C 2.16 0.83 -0.78
C 0.82 0.18 -0.57
C 0.72 -1.28 -0.93
N -0.18 0.98 -0.28
N -1.30 0.38 0.10
N -2.40 1.14 -0.30
C -1.18 -0.33 1.71
O -0.10 -1.11 2.11
H 2.14 1.88 -0.50
H 2.46 0.75 -1.84
H 2.92 0.32 -0.18
H -0.31 -1.63 -1.01
H 1.22 -1.45 -1.88
H 1.19 -1.89 -0.15
H -3.25 0.59 -0.28
H -2.27 1.47 -1.26
H -1.21 0.60 2.29
H -2.10 -0.90 1.77
H 0.67 -0.53 1.99
```

The SMILES is CC(C)=NN(N)CO. The energy above the lowest of the compared OMol25 structures with the same formula, charge and spin is 4.930 eV. The calculation puts the gap between HOMO and LUMO at 7.52 eV. For the strongest force on any atom, the calculation gives 4.99 eV Å⁻¹.

Here are the Mulliken charges for atoms 1 to 6, given in e: atom 1 (C): -1.086, atom 2 (C): 0.609, atom 3 (C): -1.097, atom 4 (N): -0.883, atom 5 (N): 0.841, atom 6 (N): -0.880

What is the formula in the sixth record?
C2H15CdO6

Which of these has the highest strongest force on any atom?
C22H34ClO20PS

Please write out number 3 again, unchanged.
Density functional theory data (the ωB97M-V functional and the def2-TZVPD basis) for a structure of composition C20H34B3F6NO5Si.

XYZ file:
```
70
C20H34B3F6NO5Si (the ωB97M-V functional and the def2-TZVPD basis)
C -2.39 -6.45 -0.90
C -1.48 -5.91 0.27
C -2.28 -5.40 1.53
F -3.13 -6.41 2.07
B -3.12 -4.05 1.29
O -2.39 -2.81 1.30
B -2.96 -1.93 2.26
C -2.32 -0.47 2.59
F -3.31 0.51 2.73
F -1.59 -0.63 3.79
C -1.34 -0.13 1.39
C -1.85 0.19 0.07
C -0.96 0.46 -1.05
C 0.48 0.39 -0.79
C 0.98 0.08 0.54
C 2.51 -0.03 0.87
F 3.28 -0.21 -0.25
F 2.65 -1.16 1.68
F 2.92 1.04 1.63
C 0.08 -0.19 1.68
O -4.15 -2.42 2.87
B -4.95 -2.83 1.74
Si -6.42 -1.66 1.17
C -6.70 -0.41 2.60
C -5.73 -0.64 -0.32
C -8.04 -2.56 0.73
O -4.54 -4.04 1.13
H -2.39 -5.76 -1.79
H -1.92 -7.41 -1.26
H -3.44 -6.68 -0.60
H -0.78 -5.11 -0.08
H -0.85 -6.77 0.63
H -1.52 -5.17 2.33
H -2.95 0.21 -0.11
H -1.37 0.68 -2.07
H 1.17 0.59 -1.65
H 0.51 -0.44 2.68
H -7.64 -0.73 3.12
H -5.88 -0.45 3.37
H -6.73 0.65 2.24
H -6.37 -0.75 -1.24
H -5.64 0.46 -0.06
H -4.73 -1.08 -0.61
H -8.73 -1.78 0.28
H -7.91 -3.36 -0.05
H -8.50 -2.93 1.68
C 6.63 6.15 -0.37
O 7.01 4.79 -0.32
C 6.12 3.98 0.46
C 5.32 3.04 -0.42
N 4.34 3.77 -1.22
C 3.72 2.97 -2.28
C 4.64 2.42 -3.39
O 5.19 3.42 -4.23
C 6.36 4.05 -3.73
H 7.46 6.71 -0.82
H 5.74 6.30 -0.99
H 6.46 6.55 0.63
H 5.47 4.59 1.10
H 6.75 3.38 1.12
H 4.80 2.31 0.21
H 6.03 2.50 -1.06
H 4.79 4.57 -1.65
H 2.97 3.61 -2.76
H 3.18 2.14 -1.83
H 4.02 1.80 -4.04
H 5.42 1.76 -3.00
H 6.97 3.37 -3.13
H 6.10 4.94 -3.16
H 6.95 4.38 -4.59
```

The calculation puts the gap between HOMO and LUMO at 8.67 eV. For the strongest force on any atom, the calculation gives 3.10 eV Å⁻¹.

Here are the Mulliken charges for atoms 1 to 6, given in e: atom 1 (C): -1.002, atom 2 (C): -0.485, atom 3 (C): 0.262, atom 4 (F): -0.361, atom 5 (B): -0.030, atom 6 (O): -0.061